Computed, not measured: a 12-piece molecular cluster, C30H87N3O12 overall, with ωB97M-V/def2-TZVPD.

Each line ends with the Löwdin charge.
Positions of all 132 atoms, in Å:
C: -13.8726 23.6891 -15.4257  -0.4351
H: -17.1524 15.3967 -18.1275  0.0962
C: -17.3817 21.2739 -19.3102  -0.0693
O: -8.3692 22.5869 -18.5950  -0.0727
H: -7.6903 18.4492 -19.7566  0.0660
H: -7.2623 17.3196 -20.6448  0.0735
C: -20.3978 19.5461 -12.6185  -0.0626
H: -17.8699 21.4915 -14.9824  0.1341
C: -12.7895 13.3337 -16.0195  -0.3286
H: -8.5018 15.5658 -19.4987  0.1410
C: -13.3239 21.7544 -20.8155  -0.3293
C: -9.2312 16.9661 -18.0604  -0.2628
H: -13.7841 16.5294 -18.6110  0.0987
C: -18.4809 19.7182 -14.0169  -0.2449
O: -18.5339 19.3091 -19.7874  -0.0822
H: -17.1177 19.8450 -16.6021  0.0616
H: -18.5804 15.9151 -19.0266  0.1129
C: -13.4841 22.8165 -16.6100  -0.0616
H: -12.6779 14.5658 -17.8326  0.0600
H: -13.1995 19.2988 -13.6801  0.0740
C: -8.2331 16.5549 -19.1277  -0.3427
O: -16.8900 17.1415 -19.0390  -0.0826
C: -17.7640 16.2594 -18.3918  -0.2995
H: -9.8776 18.3001 -13.0609  0.0866
H: -14.5792 23.5603 -20.7329  0.0615
H: -14.1740 25.6089 -16.3176  0.1229
C: -11.7840 26.5103 -16.6699  -0.1070
C: -13.7973 17.4150 -17.9757  -0.3055
H: -13.6106 25.6001 -14.5811  0.1211
H: -15.9018 19.2150 -15.5122  0.0669
O: -16.4909 16.0381 -14.4046  -0.0618
H: -6.5647 17.4015 -17.8661  0.0764
H: -11.7297 27.3173 -15.9392  0.0806
H: -11.7837 17.1570 -21.0703  0.0590
H: -10.4337 22.7959 -18.7753  0.0978
H: -10.3691 20.7868 -17.5906  0.0588
H: -16.4101 20.7881 -19.2205  0.0598
H: -17.9791 20.6763 -21.3248  0.1089
C: -12.5675 19.1671 -14.5583  -0.0553
C: -10.8834 17.7386 -22.9975  -0.3174
C: -13.3371 13.8150 -17.3970  -0.0647
C: -9.6241 22.1334 -19.0814  -0.3045
C: -10.2162 16.4750 -16.0112  -0.0727
N: -8.0999 17.6232 -20.1690  0.0399
H: -21.1040 20.3139 -12.3027  0.0775
H: -6.8418 15.6365 -17.7275  0.0654
H: -18.0822 18.7856 -13.6177  0.1239
H: -17.0443 14.4829 -13.2087  0.1174
H: -5.9713 16.1252 -19.0357  0.0672
O: -12.1253 25.2971 -16.0065  -0.2027
H: -11.0563 17.0028 -16.4625  0.0690
C: -18.3340 16.9248 -17.1179  -0.0670
C: -18.3354 20.5848 -20.2987  -0.2994
H: -15.5876 22.6481 -15.1136  0.0257
H: -13.3272 20.7329 -22.3567  0.0860
H: -10.7344 20.2420 -13.7613  0.1090
H: -15.5615 16.9886 -17.3123  0.0399
N: -15.3077 23.5877 -15.3561  0.0358
H: -14.2575 21.2111 -20.6699  0.0938
H: -10.1744 17.3351 -18.4632  0.1169
H: -15.6200 24.1400 -14.5703  0.0756
H: -17.9695 13.0384 -14.8593  0.0817
H: -15.8314 16.0556 -15.1020  0.0566
H: -15.7856 14.1451 -14.2993  0.1010
H: -12.4771 26.8261 -17.4496  0.0821
H: -20.8060 18.9855 -13.4595  0.0815
H: -19.3089 21.0709 -20.3632  0.1132
C: -13.4940 25.1814 -15.5807  -0.1720
C: -11.0601 19.3082 -14.2197  -0.3320
O: -9.4612 15.9712 -17.1148  -0.1872
O: -13.8578 12.7340 -15.4035  -0.0779
C: -16.5308 20.0818 -15.7147  -0.0465
H: -20.4236 18.9498 -11.7064  0.0779
H: -12.5999 18.4761 -21.9766  0.0402
C: -13.7238 23.1795 -21.2908  -0.0733
C: -16.7409 14.6665 -14.2394  -0.3443
H: -11.1251 17.6119 -24.0528  0.1137
H: -12.9615 23.9453 -21.4349  0.0700
H: -17.0477 21.0386 -12.5870  0.0619
H: -12.8131 19.8764 -15.3487  0.0531
C: -13.7115 18.7242 -18.8455  -0.0439
H: -12.5555 14.1936 -15.3919  0.1025
H: -14.3782 14.1326 -17.3384  0.0637
H: -13.3929 19.5592 -18.2214  0.0579
O: -10.7989 18.2665 -13.3287  -0.0767
H: -18.7161 16.2102 -16.3890  0.0513
H: -12.7387 18.1712 -14.9670  0.0606
H: -19.0466 17.7139 -17.3582  0.0668
H: -12.8071 21.8521 -19.8607  0.0956
H: -10.5068 15.6836 -15.3204  0.0879
H: -14.1781 23.1699 -22.2816  0.0625
H: -14.6985 19.0611 -19.1627  0.0487
H: -17.8522 21.5366 -18.3628  0.0708
H: -12.7870 17.3476 -17.5723  0.0734
H: -14.0533 22.9840 -17.5244  0.0776
H: -17.1966 22.3246 -19.5336  0.0693
H: -9.1695 19.9729 -18.6118  0.0480
H: -10.8079 20.3033 -19.1846  0.0571
H: -9.5085 17.1624 -21.7463  0.0247
H: -8.5301 22.9576 -17.7242  0.0781
C: -12.0829 17.5195 -22.0537  -0.0802
H: -9.5794 22.1531 -20.1703  0.1103
O: -12.6259 21.0276 -21.7711  -0.0734
H: -10.5412 19.2790 -15.1778  0.0835
N: -16.4506 20.8546 -13.3805  0.0561
H: -10.6152 18.7739 -22.7871  0.0995
H: -10.7938 26.4002 -17.1119  0.0831
C: -9.9771 20.7048 -18.6043  -0.0679
H: -16.1117 19.9231 -13.1868  0.0706
H: -12.4111 22.8714 -16.7938  0.0654
H: -19.1602 19.3566 -14.7889  0.1110
H: -18.6823 14.5139 -15.1248  0.0686
H: -17.6167 17.5551 -16.5923  0.0472
H: -17.5192 17.7951 -19.3531  0.0368
O: -19.1371 20.2552 -12.9090  -0.1891
H: -13.0907 18.6064 -19.7336  0.0462
H: -12.7795 16.7256 -22.3231  0.0683
H: -13.4470 23.2690 -14.5144  0.1368
H: -13.3845 12.9085 -18.0004  0.0690
H: -17.3839 14.0115 -16.2005  0.0672
C: -6.7889 16.4843 -18.4106  -0.0514
O: -9.7232 17.0418 -22.6742  -0.0942
C: -17.6962 14.0507 -15.1570  -0.1030
H: -13.7391 21.7872 -16.3577  0.0441
H: -9.4609 16.9870 -15.4149  0.0883
H: -19.4100 19.0158 -20.0485  0.1042
H: -11.9205 12.6922 -16.1662  0.1141
H: -13.9681 11.9021 -15.8696  0.0904
H: -15.8707 20.9084 -15.9774  0.0447
H: -8.7783 17.8110 -17.5416  0.1096
C: -17.3515 20.6486 -14.5253  -0.3922
O: -14.7353 17.3143 -16.9478  -0.0687

Properties
HOMO energy in eV: -9.07
Frontier orbital gap in eV: 9.370
Calculated total energy in Ha: -2262.08726
Multiplicity: 1
Structure (SMILES): COC[C@H](C)N.COC[C@H](C)N.COC[C@H](C)N.CCO.CCO.CCO.CCO.CCO.CCO.CCO.CCO.CCO

---

Computed, not measured: a 2-piece molecular cluster, C4H11NO2 overall, with ωB97M-V/def2-TZVPD.

Each line ends with the Löwdin charge.
Positions of all 18 atoms, in Å:
H: 1.6272 -1.1876 0.8476  0.1362
H: -0.2084 0.3893 -2.4342  0.1435
H: 0.4413 0.8724 3.0131  0.0249
H: -0.9497 3.8945 -0.8187  0.0504
H: -1.1897 -0.5465 1.3572  0.0795
C: 0.5662 -1.2668 0.4281  -0.1559
O: -1.6275 3.2109 -0.6246  -0.0704
H: -0.1793 0.6934 0.9395  0.0409
C: 0.6896 -0.0685 2.6973  -0.0176
O: 0.8145 -1.9375 -1.7192  0.0243
N: -0.3373 0.0407 -1.4406  0.1428
C: 0.4153 -1.0025 -1.0128  -0.5601
H: -1.9944 3.5884 0.1815  0.0320
H: 0.0314 0.8096 -0.7988  0.1048
H: 1.6739 -0.0765 2.3533  0.0287
H: 0.3431 -2.2624 0.7553  0.1243
H: 0.4855 -0.9370 3.2652  0.0537
C: -0.2072 -0.2805 1.2497  -0.1819

Properties
HOMO energy in eV: -9.14
Frontier orbital gap in eV: 9.549
Calculated total energy in Ha: -364.19083
Multiplicity: 1
Structure (SMILES): CCCC(N)=O.O

---

E_LUMO in hartree, matching the order above: 0.01087; 0.01513